[1]
The following is a DFT calculation (ωB97M-V/def2-TZVPD) of a molecular structure, C12H14CoF10N7O20S10 at a distorted geometry.

The calculation puts the molecular weight at 1145.86 g/mol. Its expectation value of S² is 3.757. The orbital gap comes out at 2.5 eV. The LUMO energy comes out at -2.388 eV.

Structure (ORCA input):
```
! RIJCOSX wB97M-V def2-TZVPD def2/J DEFGRID3
* xyz -1 4
Co -0.228 -1.952 0.599
S -1.526 -7.919 -4.099
S 1.673 -3.455 -1.575
S 0.960 -1.417 -2.439
S -2.374 0.417 -0.139
S 0.513 -4.530 2.689
S -1.837 -6.467 -2.032
S -2.962 -1.448 -1.323
S -1.707 -4.236 2.272
S 2.426 -0.220 1.778
S 0.619 -0.103 3.280
F -2.453 -2.949 -1.513
F 1.239 -4.569 -0.484
F -0.874 -0.748 3.589
F -0.809 -9.394 -4.211
F 2.790 -1.046 0.473
F -1.289 0.910 0.995
F 1.881 -3.795 2.267
F 0.366 -0.131 -1.703
F -0.970 -5.780 -0.879
F -2.834 -3.523 1.334
O 2.234 -1.009 -2.900
O -3.618 0.776 0.590
O -1.845 1.335 -1.079
O -2.915 -8.261 -4.243
O -0.862 -7.117 -5.150
O 3.413 -0.706 2.701
O 0.313 1.290 3.549
O -2.176 -3.748 3.544
O -1.961 -5.594 1.852
O -3.036 -6.857 -1.281
O 0.487 -4.231 4.115
O 0.934 -5.897 2.318
O -1.959 -5.367 -2.955
O -4.343 -1.737 -0.898
O 3.087 -3.396 -1.273
O 0.015 -1.729 -3.531
O 1.330 -0.756 4.417
O -2.719 -1.003 -2.650
O 1.224 -4.138 -2.800
O 2.668 1.157 1.392
N 0.715 -0.746 1.843
N 0.347 5.159 -3.327
N 1.038 4.498 3.689
N -1.857 -1.021 -0.096
N -0.950 -7.602 -2.462
N -0.535 -3.571 1.672
N 0.849 -2.331 -1.035
C 0.440 3.721 -1.436
C 0.146 5.395 -4.750
C -0.228 5.043 1.804
C 0.679 6.050 -1.141
C 0.636 4.759 -0.598
C -0.064 5.021 3.150
C 0.400 3.869 -2.822
C 0.585 6.289 -2.520
C 0.720 4.543 0.929
C 1.101 4.536 5.179
C 1.898 4.020 1.564
C 2.012 3.968 2.924
H 0.610 3.635 5.546
H 0.298 3.036 -3.501
H 2.590 3.503 0.916
H -1.039 5.593 1.350
H 1.114 5.209 -5.215
H -0.854 5.357 3.805
H 2.100 4.529 5.615
H 2.865 3.457 3.345
H 0.627 7.266 -2.978
H 0.626 5.461 5.506
H 0.368 2.716 -1.050
H -0.563 4.662 -5.135
H -0.291 6.388 -4.857
H 0.745 6.929 -0.517
*
```

---

[2]
The following is a DFT calculation (ωB97M-V/def2-TZVPD) of a molecular structure, C12H14F9MnN2O4S3Si.

The calculation puts the molecular weight at 600.46 g/mol. Its expectation value of S² is 6.352. The orbital gap (alpha / beta) comes out at 6.9 / 8.5 eV. The LUMO energy (alpha / beta) comes out at -1.815 / -0.212 eV. The relative energy (zero: lowest compared OMol25 entry of this formula, charge and spin) comes out at 0.0 kcal/mol.

Structure (ORCA input):
```
! RIJCOSX wB97M-V def2-TZVPD def2/J DEFGRID3
* xyz 0 5
Mn -0.041 0.890 -0.632
S -3.137 1.268 0.104
S 1.035 -0.811 -2.093
S -2.052 -1.180 0.930
Si 1.203 3.822 -0.556
F -3.453 2.429 -2.177
F -1.438 -3.518 0.051
F -4.434 0.498 -2.018
F 4.230 -3.743 -0.830
F 3.114 -2.921 -2.479
F -3.557 -3.065 0.000
F -2.222 -2.178 -1.461
F 2.071 -3.805 -0.806
F -2.275 0.609 -2.239
O -4.190 2.080 0.601
O -1.766 1.806 0.239
O -0.747 -0.640 0.507
O -2.117 -1.697 2.250
N -3.250 -0.221 0.558
N 2.070 0.381 -0.017
C 3.092 -1.721 -0.433
C 3.068 3.793 -0.591
C 2.150 -0.734 -0.774
C 3.932 -1.513 0.642
C 3.854 -0.338 1.380
C -2.340 -2.590 -0.208
C 3.123 -3.047 -1.149
C 0.585 2.479 -1.719
C 2.892 0.572 1.020
C -3.364 1.197 -1.706
C 0.547 5.454 -1.139
C 0.578 3.497 1.190
H 3.458 4.572 -1.253
H -0.470 3.798 1.289
H 1.158 4.038 1.944
H 4.658 -2.271 0.902
H 1.342 2.191 -2.444
H 4.510 -0.150 2.218
H 3.428 2.828 -0.956
H 0.632 2.439 1.453
H -0.534 5.520 -0.984
H -0.321 2.775 -2.265
H 2.768 1.500 1.566
H 1.022 6.272 -0.588
H 0.749 5.602 -2.204
H 3.495 3.960 0.403
*
```

---

[3]
The following is a DFT calculation (ωB97M-V/def2-TZVPD) of a molecular structure, C12H14MnN2O2 at a distorted geometry.

The calculation puts the molecular weight at 273.19 g/mol. Its expectation value of S² is 9.203. The orbital gap (alpha / beta) comes out at 3.3 / 3.3 eV. The LUMO energy (alpha / beta) comes out at -11.977 / -11.825 eV.

Structure (ORCA input):
```
! RIJCOSX wB97M-V def2-TZVPD def2/J DEFGRID3
* xyz 2 6
Mn -1.877 -1.650 2.189
O -0.566 2.660 -2.155
O -0.692 4.538 2.536
N -0.755 3.892 0.074
N 1.556 -0.099 -1.492
C 0.618 1.825 0.157
C 2.344 -0.237 1.191
C 1.358 1.692 2.984
C 1.522 0.478 -0.077
C -2.400 -2.097 -0.394
C -0.533 -1.508 -2.350
C 0.815 -1.423 -1.372
C -0.352 3.703 1.551
C 2.292 0.333 2.748
C -1.492 -2.679 -1.651
C -0.280 2.754 -0.852
C 0.594 2.372 1.703
H 1.239 2.170 4.046
H 2.571 -0.297 -1.663
H -1.794 3.879 -0.107
H -2.113 -3.250 -2.462
H 2.970 -1.203 0.880
H -1.126 -0.487 -2.395
H 0.406 -1.612 -0.271
H -0.730 -3.456 -1.177
H -1.910 -1.143 0.117
H 2.898 -0.193 3.626
H -0.248 -1.873 -3.429
H -3.476 -1.853 -0.794
H -2.432 -2.934 0.448
H 1.589 -2.301 -1.606
*
```

---

[4]
The following is a DFT calculation (ωB97M-V/def2-TZVPD) of a molecular structure, C12H14MoN5O3S2.

The calculation puts the molecular weight at 436.35 g/mol. The orbital gap comes out at 5.0 eV. The LUMO energy comes out at -13.304 eV. The relative energy (zero: lowest compared OMol25 entry of this formula, charge and spin) comes out at 14.4 kcal/mol.

Structure (ORCA input):
```
! RIJCOSX wB97M-V def2-TZVPD def2/J DEFGRID3
* xyz 3 1
Mo -0.157 -0.504 0.591
S 1.412 -0.498 2.205
S 3.138 -2.670 3.513
O -3.513 0.646 2.484
O 0.152 3.612 0.500
O -1.647 -0.511 1.453
N 1.494 -3.080 1.526
N -0.891 -1.518 -1.163
N 1.170 0.501 -0.908
N -0.475 1.415 0.795
N 0.645 -2.579 0.602
C 1.987 -2.224 2.344
C 1.477 1.920 -0.589
C -1.527 1.924 1.665
C 3.426 -1.161 4.466
C -2.505 0.834 2.005
C 0.355 2.473 0.254
C -0.641 -2.848 -1.319
C 0.243 -3.399 -0.313
C -2.338 -1.587 -3.058
C -2.068 -2.937 -3.230
C -1.737 -0.907 -2.013
C -1.205 -3.579 -2.340
H -1.144 2.305 2.620
H -1.938 0.146 -1.851
H -3.008 -1.056 -3.722
H 3.856 -0.367 3.860
H 2.526 -0.857 4.995
H 1.602 2.527 -1.484
H 0.767 0.440 -1.843
H -2.524 -3.490 -4.042
H -0.982 -4.634 -2.436
H 0.572 -4.434 -0.306
H -2.078 2.752 1.207
H 2.041 -0.035 -0.951
H 2.400 1.979 -0.009
H 4.180 -1.460 5.194
*
```